{
  "formula": "C10H10BCl3F2IrN3O",
  "method": "the ωB97M-V functional and the def2-TZVPD basis",
  "e_lumo_ha": -0.308,
  "orbital_gap_ev": 8.6,
  "spin_multiplicity": 1,
  "charge": 2,
  "elements": ["Ir", "C", "C", "O", "N", "C", "C", "C", "C", "C", "C", "N", "H", "H", "H", "H", "H", "H", "H", "H", "H", "H", "F", "B", "F", "Cl", "C", "Cl", "Cl", "C", "N"],
  "xyz": [[-1.362603, 0.230230, 0.082210], [-1.594203, -3.683907, -1.788222], [-0.964373, -2.711884, -0.857272], [-1.596075, -1.651557, -0.562043], [0.235943, -2.932183, -0.368991], [0.836219, -2.083257, 0.650222], [1.428973, -0.797317, 0.128677], [2.791212, -0.723919, -0.096672], [3.382562, 0.464152, -0.491164], [2.582411, 1.581058, -0.643829], [1.229113, 1.466982, -0.420315], [0.649502, 0.301313, -0.055923], [-2.668609, -3.696922, -1.619515], [-1.185238, -4.684265, -1.667037], [-1.419819, -3.350623, -2.813802], [0.723606, -3.767511, -0.659882], [1.623928, -2.655861, 1.133071], [0.090303, -1.875324, 1.409952], [3.391946, -1.608940, 0.063051], [4.449435, 0.517002, -0.661886], [2.989931, 2.538540, -0.934699], [0.577572, 2.313416, -0.547390], [-1.398075, 1.442391, 2.792716], [-1.236593, 0.332826, 2.119099], [-0.972012, -0.774601, 2.782798], [-1.924341, 5.100256, 2.251058], [-2.195831, 4.712012, 0.557957], [-3.878071, 4.922960, 0.096204], [-1.108620, 5.611187, -0.500775], [-1.869946, 3.283426, 0.383988], [-1.608244, 2.180332, 0.238429]],
  "forces_ev_per_angstrom": [[0.563, -0.073, -0.182], [0.002, -0.014, -0.021], [0.004, 0.069, -0.113], [-0.194, -0.021, 0.230], [0.084, -0.042, 0.008], [-0.039, -0.004, 0.066], [0.041, 0.102, 0.020], [-0.036, -0.025, 0.034], [0.058, 0.007, -0.017], [-0.014, 0.036, -0.009], [-0.067, -0.122, -0.101], [-0.139, 0.027, 0.046], [0.002, -0.007, 0.012], [0.005, 0.001, -0.011], [-0.011, 0.009, 0.002], [-0.034, -0.029, 0.036], [0.022, 0.004, -0.047], [0.006, -0.064, 0.018], [-0.004, -0.002, 0.002], [0.002, 0.000, 0.001], [-0.011, 0.007, -0.001], [-0.015, 0.041, -0.019], [0.005, 0.057, -0.066], [-0.139, -0.266, -0.017], [-0.001, -0.010, 0.020], [0.000, -0.003, -0.016], [-0.018, 0.019, 0.033], [0.021, -0.002, 0.001], [0.004, -0.005, 0.000], [-0.017, -0.001, -0.097], [-0.081, 0.310, 0.189]]
}